Entry from the Open Molecules 2025 dataset: a 5-piece molecular cluster, C23H33NO13 overall in a non-equilibrium geometry (ωB97M-V/def2-TZVPD).

```
70
Properties=species:S:1:pos:R:3:mulliken_charge:R:1
C -1.0540 -1.8460 4.2334 -0.08
C -1.9814 -1.0858 4.1519 -0.33
C -3.1605 -0.2303 4.0784 -0.84
C -4.2607 -0.8404 4.9818 0.09
C -4.7161 -2.1503 4.2668 -0.65
N -6.1938 -2.0941 4.3777 -0.36
C -6.5211 -0.7442 4.2452 0.28
O -7.3825 -0.2522 3.5635 -0.60
C -5.5370 -0.0217 5.1631 -0.63
H -0.4728 -2.7071 4.4743 0.40
H -2.9156 0.7973 4.3583 0.37
H -3.5105 -0.1858 3.0440 0.34
H -3.7640 -1.0784 5.9201 0.42
H -4.4870 -2.0919 3.2001 0.25
H -4.2309 -3.0447 4.6451 0.39
H -6.6184 -2.6093 3.6128 0.31
H -5.4631 1.0549 5.0630 0.36
H -5.9292 -0.2563 6.1551 0.29
C 1.9177 -0.9744 0.4081 -1.44
C 0.6400 -1.5520 -0.1371 0.91
C -0.1024 -0.6714 -1.1135 -0.16
O -1.4530 -1.1503 -0.9631 -0.37
C -1.5690 -1.6323 0.2968 0.53
O -2.5988 -1.9344 0.8115 -0.56
O -0.3590 -1.7101 0.8932 -0.25
H 2.3290 -1.6257 1.1797 0.40
H 2.6538 -0.8683 -0.3862 0.26
H 1.7482 0.0026 0.8645 0.38
H 0.8328 -2.5410 -0.5632 -0.20
H 0.2355 -0.7792 -2.1384 0.30
H -0.0761 0.3831 -0.8336 0.16
C 2.8695 4.6964 -0.1422 -1.21
C 3.3958 3.3850 -0.6613 0.37
C 4.1814 3.4732 -1.9459 -0.31
O 3.9963 2.1525 -2.4911 -0.40
C 2.8122 1.6969 -2.0308 0.70
O 2.2602 0.7189 -2.4343 -0.54
O 2.3278 2.4957 -1.0590 -0.27
H 2.2364 4.5273 0.7305 0.35
H 3.6954 5.3460 0.1487 0.41
H 2.2602 5.2173 -0.8916 0.11
H 3.9753 2.8706 0.1111 0.42
H 5.2366 3.6845 -1.7928 0.41
H 3.7627 4.1933 -2.6479 0.11
C -1.6810 5.0955 -5.1563 -1.50
C -0.2377 5.0791 -4.7260 0.59
C 0.1634 3.9078 -3.8626 -0.64
O 1.2827 4.4534 -3.1449 -0.15
C 1.0917 5.7889 -3.0514 0.49
O 1.7305 6.5180 -2.3586 -0.56
O 0.0705 6.1807 -3.8461 -0.38
H -1.9114 6.0206 -5.6834 0.37
H -1.8895 4.2557 -5.8186 0.38
H -2.3458 5.0402 -4.2935 0.36
H 0.4177 5.1633 -5.5976 0.25
H 0.4603 3.0292 -4.4296 0.35
H -0.6054 3.6304 -3.1385 0.31
C 1.2911 -5.6610 -1.5976 -1.50
C 2.7067 -5.6050 -1.0829 0.52
C 3.0727 -6.6839 -0.0934 -0.51
O 4.1358 -6.0598 0.6397 -0.34
C 3.9207 -4.7210 0.5995 0.58
O 4.5020 -3.9206 1.2532 -0.51
O 2.9379 -4.4248 -0.2921 -0.21
H 1.0761 -4.7927 -2.2206 0.33
H 1.1369 -6.5613 -2.1919 0.42
H 0.5758 -5.6533 -0.7738 0.35
H 3.4114 -5.5844 -1.9194 0.24
H 3.4158 -7.6027 -0.5624 0.32
H 2.2611 -6.9101 0.6022 0.32
```

Calculated values
Total energy: -1929.10004 a.u.
Gap between HOMO and LUMO: 9.78 eV
SMILES: C#CC[C@@H]1CNC(=O)C1.C[C@@H]1COC(=O)O1.C[C@@H]1COC(=O)O1.C[C@@H]1COC(=O)O1.C[C@@H]1COC(=O)O1

=====

Entry from the Open Molecules 2025 dataset: a 2-piece molecular cluster, C4H10O4 overall (ωB97M-V/def2-TZVPD).

```
18
Properties=species:S:1:pos:R:3:mulliken_charge:R:1
C 1.5625 -1.6859 -0.6490 -1.38
C 1.0521 -0.2588 -0.3264 0.40
O 0.1696 0.2125 -1.3315 -0.52
C 0.4662 -0.2348 1.0890 -0.83
C 0.3135 1.1579 1.6559 0.52
O 0.6415 2.1874 1.1447 -0.52
O -0.2385 1.1106 2.9042 -0.45
H 1.3457 -1.8706 -1.6936 0.40
H 1.0509 -2.4384 -0.0544 0.32
H 2.6325 -1.7441 -0.4695 0.33
H 1.8741 0.4536 -0.3918 0.35
H -0.7520 -0.0432 -1.1978 0.29
H -0.4510 -0.8216 1.1233 0.41
H 1.1821 -0.7761 1.7115 0.33
H -0.2263 2.0213 3.2319 0.34
O -3.1479 0.8660 -2.2249 -0.61
H -3.6804 1.6443 -1.9960 0.31
H -3.7947 0.2199 -2.5257 0.31
```

Calculated values
Total energy: -459.38023 a.u.
Gap between HOMO and LUMO: 10.64 eV
SMILES: C[C@@H](O)CC(=O)O.O

=====

Entry from the Open Molecules 2025 dataset: one molecule with the formula C2H2N2O2S4 in a non-equilibrium geometry (ωB97M-V/def2-TZVPD).

```
12
Properties=species:S:1:pos:R:3:mulliken_charge:R:1
C -0.3800 -1.6194 0.2162 0.22
C -1.0190 0.5192 -1.2342 0.09
N -0.1139 -0.8650 1.2602 0.13
N -0.2904 0.5378 1.3354 -0.61
O 1.9545 0.0725 0.0975 -0.48
O 1.9310 0.1173 2.5682 -0.54
S 0.1195 -3.1410 -0.1231 -0.23
S -1.8453 -0.8026 -0.7047 -0.03
S -1.4368 2.1394 -1.5764 -0.02
S 1.2620 0.1458 1.3026 1.01
H 0.0772 0.3121 -1.4993 0.29
H -0.2588 2.5838 -1.6423 0.16
```

Calculated values
Total energy: -1929.92152 a.u.
Gap between HOMO and LUMO (alpha / beta): 6.29 / 6.29 eV

=====

Entry from the Open Molecules 2025 dataset: a 4-piece molecular cluster, C2H14N3O3 overall in a non-equilibrium geometry (ωB97M-V/def2-TZVPD).

```
22
Properties=species:S:1:pos:R:3:mulliken_charge:R:1
C 2.3400 -1.3463 -0.8408 -0.84
N 1.5606 -0.1309 -0.7189 0.12
C 0.6077 0.0289 -1.7530 0.57
N -0.6233 0.4470 -1.5518 -0.16
N 0.9504 -0.1421 -3.0429 -0.37
H 3.3954 -0.9926 -0.7031 0.41
H 2.3123 -1.9861 -1.7230 0.42
H 2.0986 -2.1399 -0.1111 0.31
H 1.2689 -0.0057 0.2672 0.43
H -0.9878 0.4420 -0.6044 0.23
H -1.0573 0.9556 -2.3122 0.32
H 0.2504 -0.5937 -3.6178 0.27
H 1.9230 0.0213 -3.2725 0.29
H -2.3510 -0.1739 4.8087 0.31
H -2.8708 1.1279 4.1632 0.33
O -2.4396 0.2755 3.9530 -0.62
H 0.2870 -1.2217 1.5544 0.31
H -1.0578 -0.4477 1.5425 0.27
O -0.2979 -0.7152 0.9930 -0.63
H -2.1082 1.5660 1.3142 0.34
H -1.7905 2.9553 0.7927 0.32
O -1.4100 2.0766 0.8626 -0.65
```

Calculated values
Total energy: -473.85726 a.u.
2S+1: 2
Gap between HOMO and LUMO (alpha / beta): 8.61 / 3.30 eV
Total charge: +2